# 1
This record from the Open Molecules 2025 dataset describes a cluster of 8 separate species, C40H67BrIN9O5S3 in total in a non-equilibrium geometry. The level of theory is ωB97M-V/def2-TZVPD.

Each line ends with the Löwdin charge.
CARTESIAN COORDINATES (ANGSTROEM)
C (5.17709, -3.18089, 2.11643)  -0.194
C (5.54489, -2.09446, 1.04130)  -0.268
C (4.79717, -2.24387, -0.38126)  -0.559
Br (4.37458, -4.16922, -0.53408)  0.785
C (3.49662, -1.27543, -0.47389)  -0.504
C (2.61520, -1.91126, -1.61471)  -0.221
C (1.57982, -1.00662, -2.37807)  -0.238
C (0.04069, -1.26473, -2.00261)  -0.175
C (-0.78971, -0.92171, -3.32540)  -0.199
C (-2.24169, -0.41643, -3.00651)  -0.216
C (-2.29575, 0.88695, -2.12979)  -0.202
C (-3.77935, 1.41492, -1.84840)  -0.195
C (-3.91563, 1.96417, -0.35722)  -0.208
C (-5.26465, 1.51501, 0.35605)  -0.197
C (-5.02495, 1.34422, 1.92186)  -0.207
C (-4.19874, 0.04467, 2.29528)  -0.173
C (-5.06541, -1.28672, 2.29854)  -0.134
N (-4.70055, -2.23180, 1.23625)  -0.122
C (-4.73999, -3.63409, 1.32955)  -0.121
C (-4.32165, -4.26265, 0.10104)  -0.103
C (-4.00426, -3.16718, -0.88191)  -0.067
C (-4.25411, -1.98123, -0.07396)  -0.095
O (2.94828, -1.44575, 0.85627)  -0.211
S (1.69091, -0.49848, 1.23910)  0.667
O (0.39278, -1.13797, 1.00603)  -0.256
O (1.74349, -0.27955, 2.69187)  -0.297
C (1.87449, 1.09360, 0.28502)  -0.336
S (0.92750, 2.34969, 1.24599)  0.675
C (0.42256, 3.83660, 0.25779)  -0.117
O (1.41488, 2.67930, 2.58764)  -0.361
O (-0.38586, 1.68753, 1.48741)  -0.368
C (3.42372, 1.40430, -0.06448)  -0.610
S (4.22064, 1.41095, 1.66260)  0.869
C (3.69706, 2.82987, -0.67564)  -0.216
C (4.27318, 3.97495, 0.23960)  -0.329
N (3.34296, 4.53617, 1.24185)  -0.017
C (4.12253, 0.15523, -0.77621)  -0.584
I (4.68719, 0.37037, -2.88070)  0.984
H (5.75942, -4.13906, 2.01910)  0.060
H (4.07467, -3.36302, 2.23702)  0.066
H (5.50575, -2.75652, 3.11636)  0.082
H (5.47539, -1.06030, 1.45789)  0.065
H (6.63823, -2.25632, 0.79125)  0.117
H (5.50354, -2.01065, -1.22694)  0.075
H (3.32684, -2.31243, -2.39164)  0.073
H (2.01443, -2.74175, -1.14266)  0.108
H (1.62157, -1.32161, -3.46733)  0.102
H (1.80173, 0.09389, -2.41304)  0.061
H (-0.22306, -0.45134, -1.28286)  0.060
H (-0.14228, -2.30080, -1.63446)  0.123
H (-0.88564, -1.88458, -3.90446)  0.112
H (-0.22690, -0.21732, -4.00737)  0.111
H (-2.90938, -1.21018, -2.57262)  0.077
H (-2.71515, -0.15120, -4.00318)  0.102
H (-1.67622, 1.73430, -2.53652)  0.112
H (-1.88489, 0.66576, -1.09723)  0.088
H (-4.48461, 0.55741, -1.99898)  0.060
H (-4.05149, 2.23292, -2.57153)  0.104
H (-3.84576, 3.10210, -0.38636)  0.074
H (-3.07920, 1.61992, 0.31207)  0.081
H (-5.98170, 2.37640, 0.25183)  0.101
H (-5.73651, 0.60622, -0.10274)  0.100
H (-5.99923, 1.26671, 2.48999)  0.105
H (-4.46460, 2.23759, 2.31890)  0.095
H (-3.83128, 0.19350, 3.35507)  0.105
H (-3.26450, -0.05172, 1.66842)  0.109
H (-6.15667, -0.99042, 2.27078)  0.125
H (-4.94040, -1.83409, 3.27796)  0.126
H (-5.03498, -4.28618, 2.17985)  0.107
H (-4.20996, -5.33051, -0.18338)  0.080
H (-3.66248, -3.20905, -1.93843)  0.078
H (-4.13677, -0.90596, -0.32810)  0.086
H (1.25890, 0.94473, -0.65388)  0.113
H (-0.69845, 3.96152, 0.32364)  0.079
H (0.62908, 3.69554, -0.84357)  0.070
H (0.85955, 4.77987, 0.66690)  0.058
H (5.55393, 1.67346, 1.39674)  -0.065
H (4.39840, 2.86178, -1.56084)  0.049
H (2.72144, 3.21210, -1.10763)  0.105
H (4.45660, 4.83318, -0.48837)  0.112
H (5.30978, 3.77046, 0.63083)  0.075
H (3.15620, 5.51820, 1.02223)  0.074
H (3.79224, 4.52645, 2.15762)  0.074
H (5.15517, 0.13106, -0.32371)  0.049
C (-4.78118, 5.69806, 3.47553)  -0.058
C (-4.31050, 5.31782, 2.12191)  -0.253
N (-3.94441, 5.02306, 1.07351)  0.141
H (-3.92818, 5.82092, 4.14269)  0.078
H (-5.33297, 6.63637, 3.42524)  0.078
H (-5.43430, 4.92086, 3.87176)  0.080
C (-0.38311, 1.84209, 4.94144)  -0.048
C (-1.30553, 2.77435, 5.63378)  -0.246
N (-2.02040, 3.49848, 6.17093)  0.112
H (0.27400, 1.36302, 5.66736)  0.088
H (-0.95432, 1.07559, 4.41795)  0.084
H (0.22161, 2.38847, 4.21746)  0.042
C (7.57804, 5.73145, -1.06428)  -0.057
C (7.41802, 4.25746, -1.07431)  -0.267
N (7.29465, 3.11523, -1.08208)  0.150
H (7.80739, 6.07177, -0.05472)  0.083
H (8.39046, 6.01978, -1.73069)  0.082
H (6.65619, 6.20599, -1.39985)  0.076
C (-3.88312, 2.17585, 8.62453)  -0.083
C (-5.26846, 1.64649, 8.65657)  -0.280
N (-6.34184, 1.23691, 8.68143)  0.109
H (-3.18113, 1.36530, 8.43179)  0.075
H (-3.78841, 2.92173, 7.83621)  0.038
H (-3.64067, 2.63680, 9.58183)  0.077
C (3.10310, -6.63386, -3.75027)  -0.086
C (2.62522, -5.30647, -4.21936)  -0.260
N (2.25493, -4.28197, -4.58665)  0.126
H (3.92212, -6.50599, -3.04383)  0.057
H (2.28953, -7.16800, -3.25857)  0.084
H (3.45223, -7.21862, -4.59450)  0.031
C (-6.06651, 0.51024, -5.84533)  -0.061
C (-5.77534, -0.34283, -4.66834)  -0.255
N (-5.54969, -1.00261, -3.75570)  0.156
H (-7.13195, 0.73529, -5.88468)  0.079
H (-5.50762, 1.44311, -5.77323)  0.077
H (-5.77777, -0.00867, -6.75896)  0.078
C (3.86633, -10.45169, -5.58017)  -0.056
C (4.64269, -9.43331, -4.83244)  -0.258
N (5.24390, -8.64379, -4.25307)  0.141
H (4.24466, -11.44725, -5.35017)  0.081
H (2.81498, -10.39609, -5.29838)  0.081
H (3.95824, -10.27394, -6.65125)  0.082

Output
Molecular weight (g mol⁻¹): 1057.04
HOMO energy (eV): -7.19
Structure (SMILES): CC[C@@H](Br)[C@@]1(CCCCCCCCCCCCn2cccc2)OS(=O)(=O)[C@@H](S(C)(=O)=O)[C@](S)(CCN)[C@@H]1I.CC#N.CC#N.CC#N.CC#N.CC#N.CC#N.CC#N

=====

# 2
This record from the Open Molecules 2025 dataset describes a structure of composition CH6BN in a non-equilibrium geometry. The level of theory is ωB97M-V/def2-TZVPD.

Each line ends with the Löwdin charge.
CARTESIAN COORDINATES (ANGSTROEM)
B (-1.31281, -0.05202, 0.31671)  -0.189
C (1.16031, 0.04799, -0.04125)  -0.152
N (-0.16509, -0.21720, -0.43557)  -0.094
H (-2.70737, -0.25225, -0.13302)  0.064
H (-1.24583, 0.09246, 1.45402)  -0.006
H (1.19345, 1.22255, 0.11608)  0.114
H (1.41379, -0.41259, 0.97299)  0.102
H (1.89628, -0.16709, -0.84961)  0.087
H (-0.23272, -0.26184, -1.40035)  0.074

Output
Molecular weight (g mol⁻¹): 42.88
HOMO energy (eV): -10.14

=====

> Look up the HOMO energy of the first one.

-7.19 eV

=====

> Look up the molecular weight of the second one.

42.88 g mol⁻¹

=====

> Which value of HOMO energy does entry 1 give?

-7.19 eV

=====

> Which value of molecular weight does entry 2 give?

42.88 g mol⁻¹